Record 1
Below is a molecular structure, C22H20N4O3Rh, with properties calculated with the ωB97M-V functional and the def2-TZVPD basis.

## Properties
Charge: +1
LUMO (spin up / spin down) in eV: -4.76 / -4.76
E_HOMO (spin up / spin down) in eV: -10.7 / -10.7
Orbital gap (spin up / spin down) in eV: 5.91 / 5.91

CARTESIAN COORDINATES (ANGSTROEM)
Rh 0.09893 -0.36685 -0.41694
O -1.80165 -0.66025 -0.13704
C -2.38273 -1.08295 0.92489
C -3.75890 -1.42811 0.80578
C -4.47579 -1.96739 1.84596
C -3.85235 -2.19144 3.07409
C -2.52794 -1.83941 3.24531
C -1.75600 -1.26593 2.22412
C -0.39615 -0.94868 2.54269
N 0.43602 -0.33609 1.76772
C 1.82964 -0.11031 2.05396
C 2.50561 0.48837 0.79242
N 2.05172 -0.24063 -0.37531
C 2.93164 -1.00559 -1.01566
C 2.62685 -2.18750 -1.71426
C 3.61623 -2.88005 -2.43366
C 3.37135 -4.12419 -2.97493
C 2.12354 -4.74073 -2.81164
C 1.11507 -4.09363 -2.13636
C 1.31774 -2.81272 -1.56743
O 0.37391 -2.28788 -0.87650
H -4.21356 -1.26641 -0.16033
H -5.51237 -2.23459 1.71163
H -4.40168 -2.63742 3.88965
H -2.06375 -2.01131 4.20468
H -0.06793 -1.25621 3.53808
H 1.95107 0.58033 2.89666
H 2.31387 -1.05958 2.31577
H 2.22702 1.54290 0.70100
H 3.59307 0.41416 0.89440
H 3.98420 -0.74690 -0.92873
H 4.58611 -2.42062 -2.54928
H 4.14864 -4.63435 -3.52134
H 1.95526 -5.72688 -3.21451
H 0.14834 -4.55014 -1.98506
N -1.08216 6.65645 -0.23091
C -1.29495 5.74975 -1.21075
O -1.73976 6.05555 -2.29689
C -0.93891 4.33355 -0.89924
C -0.62771 3.82689 0.36808
C -0.30434 2.49744 0.50478
N -0.24134 1.64851 -0.53525
C -0.56067 2.11934 -1.75707
C -0.92114 3.42594 -1.96845
H -1.27567 7.62216 -0.44117
H -0.65884 6.43745 0.65107
H -0.65533 4.43955 1.25446
H -0.08568 2.08307 1.47988
H -0.51223 1.41176 -2.57975
H -1.19633 3.78157 -2.94862

Results of the natural (NBO) charge analysis, in e, for atoms 1 through 4: number 1, Rh, carries 1.25; number 2, O, carries -0.68; number 3, C, carries 0.42; number 4, C, carries -0.25


Record 2
Below is a single CH3NOS molecule, with properties calculated with the ωB97M-V functional and the def2-TZVPD basis.

## Properties
SMILES string: SN1CO1
ΔE to the lowest compared entry with this formula, charge and spin in kJ/mol: 423.67
LUMO in eV: 0.77
E_HOMO in eV: -9.6
Orbital gap in eV: 10.34

CARTESIAN COORDINATES (ANGSTROEM)
S -0.80003 -1.53273 0.51571
N 0.37886 -0.34236 0.04651
C -0.03924 1.03158 -0.18065
O 0.24699 0.19316 -1.26399
H 0.28079 -2.45431 0.92217
H -0.98703 1.38753 -0.15364
H 0.91964 1.71713 0.11389

Results of the natural (NBO) charge analysis, in e, for atoms 1 through 4: number 1, S, carries 0.12; number 2, N, carries -0.29; number 3, C, carries 0.05; number 4, O, carries -0.37


Record 3
Below is a molecular structure, C32H31CuF4N6P, with properties calculated with the ωB97M-V functional and the def2-TZVPD basis.

## Properties
ΔE to the lowest compared entry with this formula, charge and spin in kJ/mol: 0.00
Expectation value of S²: 0.77
LUMO (spin up / spin down) in eV: 0.01 / -1.79
2S+1: 2
E_HOMO (spin up / spin down) in eV: -7.5 / -7.5
Orbital gap (spin up / spin down) in eV: 7.56 / 5.70

CARTESIAN COORDINATES (ANGSTROEM)
Cu 0.70815 -0.49935 0.83959
C -1.45178 -3.02650 2.12843
C -1.65415 -1.62397 2.66967
N -0.41837 -0.82332 2.72684
C 0.54954 -1.32976 3.72264
C 0.02230 -1.53114 5.13868
C -0.75378 0.59137 2.96494
C 0.40440 1.56463 2.68597
N 1.39573 0.93479 1.83764
C 2.52355 1.62799 1.49660
C 3.60485 0.90393 0.95331
F 3.49005 -0.43361 0.80468
C 4.78729 1.49538 0.57515
F 5.76167 0.72448 0.07113
C 4.98378 2.85521 0.71749
C 3.94394 3.59135 1.24783
F 4.08315 4.91213 1.39642
C 2.74388 3.01359 1.62129
F 1.78958 3.82472 2.08716
H -2.40389 -3.55731 2.12796
H -0.75231 -3.60986 2.73068
H -1.10527 -2.99667 1.09490
H -2.11450 -1.67787 3.66406
H -2.35594 -1.09000 2.02790
H 1.38426 -0.63018 3.72573
H 0.94995 -2.27672 3.35027
H -0.47537 -0.64170 5.52529
H 0.85912 -1.74767 5.80286
H -0.67432 -2.36674 5.20836
H -1.12775 0.74195 3.98454
H -1.57074 0.83546 2.28474
H 0.87232 1.93083 3.60651
H -0.04832 2.42326 2.18969
H 5.91208 3.32321 0.42694
N 1.29864 -2.34690 0.12102
C 0.95078 -2.57255 -1.27694
C 1.39430 -3.73762 -1.89257
C 1.11804 -3.96207 -3.22893
C 0.40728 -3.00805 -3.94536
C -0.02605 -1.85265 -3.32142
C 0.21730 -1.61068 -1.96580
P -0.33133 -0.04000 -1.11129
C -0.19531 1.03398 -2.55846
C 1.05836 1.54689 -2.87284
C 1.19734 2.42732 -3.93392
C 0.08594 2.80549 -4.67394
C -1.16352 2.29475 -4.35901
C -1.30823 1.40911 -3.30187
C -2.10116 -0.48141 -0.81476
C -2.57258 -1.76234 -1.11307
C -3.87780 -2.13340 -0.81861
C -4.74836 -1.22878 -0.23364
C -4.30003 0.05307 0.04974
C -2.99462 0.42432 -0.23230
H 0.98625 -3.12481 0.69316
H 2.31087 -2.31178 0.21444
H 1.96761 -4.45845 -1.32138
H 1.46596 -4.86572 -3.71098
H 0.19282 -3.16375 -4.99433
H -0.57663 -1.12038 -3.89767
H 1.92431 1.27193 -2.27980
H 2.17182 2.83515 -4.16811
H 0.18950 3.51710 -5.48163
H -2.03355 2.60541 -4.92072
H -2.28986 1.02938 -3.04555
H -1.93119 -2.49709 -1.57722
H -4.21107 -3.13494 -1.05951
H -5.76788 -1.51488 -0.01046
H -4.96919 0.77908 0.49309
H -2.66102 1.42528 -0.00550
N -0.72768 2.26509 -0.07449
C -0.55151 3.28485 -0.62485
N -0.33150 4.42800 -1.18147
C -1.20573 4.82486 -2.09360
N -1.92445 5.23532 -2.90537

Results of the Mulliken charge analysis, in e, for atoms 1 through 4: number 1, Cu, carries -1.06; number 2, C, carries -1.15; number 3, C, carries -0.45; number 4, N, carries 0.87


Record 4
Below is 2 unconnected molecules or ions with the total composition C32H28N2O4S2, with properties calculated with the ωB97M-V functional and the def2-TZVPD basis.

## Properties
ΔE to the lowest compared entry with this formula, charge and spin in kJ/mol: 181.62
LUMO in eV: -1.65
E_HOMO in eV: -6.7
Orbital gap in eV: 5.00

CARTESIAN COORDINATES (ANGSTROEM)
C 2.65353 -1.45037 -5.25671
C 2.49085 -2.46101 -4.29646
C 1.55453 -2.30599 -3.27049
C 0.83348 -1.11184 -3.17308
S -0.07156 -0.75613 -1.68146
C -1.70953 -1.11391 -1.77574
S -3.42168 -0.73460 -1.73623
C -3.89485 0.90097 -2.28725
C -3.97648 1.93183 -1.34536
C -4.36325 3.21708 -1.74892
C -4.71680 3.44315 -3.09112
C -4.68599 2.39429 -4.02571
C -4.28937 1.11747 -3.61603
O -4.00139 -1.59802 -2.75526
O -3.82752 -0.88264 -0.34662
O 0.24753 -1.97737 -0.92501
O 0.33608 0.58709 -1.32274
C 0.95754 -0.11614 -4.14418
C 1.84520 -0.30196 -5.20413
H 3.41315 -1.55300 -6.04694
H 3.09718 -3.37114 -4.34756
H 1.40733 -3.09496 -2.53914
H -1.68509 -2.03872 -2.39781
H -3.75587 1.71410 -0.29859
H -4.38636 4.03591 -1.01287
H -5.02482 4.44663 -3.40449
H -4.96892 2.57326 -5.07302
H -4.29194 0.29020 -4.32455
H 0.37041 0.79581 -4.06502
H 1.93066 0.44990 -5.99378
C -3.12105 2.85696 3.41653
N -1.93423 2.10713 3.04180
C -1.83320 1.31340 1.92898
C -0.65324 0.53676 1.99041
C -0.22717 -0.56994 1.18346
C 1.17555 -0.79532 1.07979
C 2.18705 0.20840 1.10086
N 3.43669 -0.36985 1.04080
C 4.64905 0.26916 1.51669
C 3.28048 -1.76548 0.88155
C 1.89555 -2.06754 0.93140
C 1.48869 -3.39624 0.91323
C 2.45579 -4.38671 0.68352
C 3.83513 -4.07663 0.64243
C 4.25542 -2.74848 0.79253
C 0.05037 1.00729 3.19682
C -0.78928 1.96148 3.83242
C -0.56531 2.39682 5.13324
C 0.58892 1.92638 5.78044
C 1.45814 1.01858 5.16667
C 1.14869 0.51817 3.89741
H -2.94631 3.33379 4.38064
H -3.37911 3.61741 2.66746
H -3.97756 2.18026 3.52209
H -2.57872 1.29756 1.14023
H -0.98161 -1.34869 0.99098
H 2.05185 1.28650 1.21552
H 5.48191 -0.42758 1.40493
H 4.85239 1.20755 0.98682
H 4.53412 0.48912 2.58949
H 0.43036 -3.62998 1.08139
H 2.12338 -5.41075 0.49270
H 4.57610 -4.86631 0.47651
H 5.30238 -2.45329 0.86300
H -1.27294 3.07161 5.61512
H 0.80152 2.26429 6.78801
H 2.36371 0.67436 5.67545
H 1.77051 -0.26006 3.46497

Results of the natural (NBO) charge analysis, in e, for atoms 1 through 4: number 1, C, carries -0.21; number 2, C, carries -0.22; number 3, C, carries -0.21; number 4, C, carries -0.23


Record 5
Below is a single C5H8N2O molecule, with properties calculated with the ωB97M-V functional and the def2-TZVPD basis.

## Properties
SMILES string: C[C@@]12N=CN[C@@H]1[C@H]2O
ΔE to the lowest compared entry with this formula, charge and spin in kJ/mol: 472.54
LUMO in eV: 0.86
E_HOMO in eV: -8.7
Orbital gap in eV: 9.56

CARTESIAN COORDINATES (ANGSTROEM)
C -1.18801 1.54765 0.20197
C -0.08350 0.64524 -0.09625
N 1.24104 0.98960 -0.65738
C 2.01884 0.01554 -0.53839
N 1.81516 -0.69427 0.59570
C 0.37147 -0.59584 0.70911
C -0.40845 -0.80415 -0.51549
O -1.67148 -1.43113 -0.34359
H -2.08156 1.92075 -0.61065
H -1.67257 0.98488 1.25344
H -0.86477 2.53496 0.82452
H 2.91985 -0.09208 -1.01582
H 2.07767 -1.64613 0.64399
H -0.30768 -0.88020 1.48454
H 0.15162 -1.46945 -1.18277
H -2.31764 -1.02536 -0.75291

Results of the natural (NBO) charge analysis, in e, for atoms 1 through 4: number 1, C, carries -0.64; number 2, C, carries 0.04; number 3, N, carries -0.43; number 4, C, carries 0.23


Record 6
Below is a single C18H17FN2O4 molecule, with properties calculated with the ωB97M-V functional and the def2-TZVPD basis.

## Properties
SMILES string: CC(=O)Nc1ccc(C(=O)NCC(=O)OCc2ccccc2F)cc1
ΔE to the lowest compared entry with this formula, charge and spin in kJ/mol: 1407.77
LUMO in eV: 0.26
E_HOMO in eV: -8.7
Orbital gap in eV: 8.97

CARTESIAN COORDINATES (ANGSTROEM)
C 8.52587 1.52729 0.13099
C 7.11760 1.52133 -0.07180
O 6.47984 2.60651 -0.36695
N 6.48429 0.26103 0.14160
C 5.11803 -0.28437 0.00276
C 4.76071 -1.54469 0.42583
C 3.42536 -2.03703 0.53929
C 2.43627 -1.01232 0.01596
C 1.10114 -1.77227 0.05008
O 0.80083 -2.49142 0.84294
N 0.17108 -0.97048 -0.76444
C -1.18693 -1.41737 -0.51166
C -1.91379 0.11526 -0.34787
O -1.58298 1.16359 -0.21176
O -3.33550 -0.27807 -0.10393
C -4.27035 0.92602 0.40309
C -5.59545 0.53859 0.15015
C -5.94437 -0.69229 -0.30601
C -7.31336 -1.35682 -0.40036
C -8.21254 -0.19490 -0.16593
C -7.93099 1.23598 -0.02826
C -6.64953 1.41403 0.50606
F -6.19187 2.65505 0.71448
C 2.68304 0.34163 -0.15440
C 4.07664 0.73322 -0.05991
H 8.66161 1.33375 1.13592
H 8.92779 2.45427 0.02711
H 8.76682 0.92297 -0.44992
H 7.06538 -0.40623 0.38705
H 5.62671 -2.12932 0.81577
H 3.31848 -2.94409 0.37856
H 0.34888 -0.10020 -0.93027
H -1.62270 -1.74313 -1.42349
H -1.33113 -1.78653 0.27132
H -3.99184 1.06711 1.24521
H -3.94008 1.58658 -0.43446
H -5.30276 -1.63412 -0.34766
H -7.57554 -2.21125 -0.61396
H -9.33018 -0.35652 -0.30300
H -8.69387 1.80570 0.28381
H 1.83308 1.12888 -0.29042
H 4.18634 2.02463 -0.18150

Results of the natural (NBO) charge analysis, in e, for atoms 1 through 4: number 1, C, carries -0.68; number 2, C, carries 0.69; number 3, O, carries -0.62; number 4, N, carries -0.60


Question: What is the formula in the fifth record?
Answer: C5H8N2O